1.
Below is a molecular structure, C15H15FeN2O3 in a non-equilibrium geometry, with properties calculated with ωB97M-V/def2-TZVPD.

Element x y z (Å)
C (-2.99, 1.59, -2.14)
C (-1.60, 1.26, -2.51)
N (-0.57, 1.01, -1.71)
C (0.52, 0.77, -2.52)
C (0.15, 0.87, -3.85)
C (0.89, 0.71, -5.11)
N (-1.19, 1.18, -3.82)
H (-3.08, 1.62, -1.04)
H (-3.26, 2.57, -2.57)
H (-3.68, 0.83, -2.56)
H (1.51, 0.55, -2.12)
H (1.95, 0.47, -4.89)
H (0.47, -0.10, -5.73)
H (0.85, 1.62, -5.73)
H (-1.80, 1.33, -4.61)
O (1.42, -2.84, 5.09)
C (0.95, -2.19, 4.24)
Fe (0.25, -1.24, 2.98)
C (-0.86, -2.57, 2.80)
O (-1.62, -3.44, 2.70)
C (-0.85, -0.51, 4.19)
O (-1.51, 0.19, 4.85)
C (-0.37, -0.21, 0.95)
C (0.00, 0.99, 1.54)
C (1.06, 1.19, 2.40)
C (1.94, 0.22, 2.88)
C (2.33, -0.99, 2.26)
C (1.70, -1.62, 1.20)
C (0.39, -1.38, 0.77)
H (-1.34, -0.20, 0.43)
H (-0.65, 1.85, 1.34)
H (1.16, 2.20, 2.83)
H (2.54, 0.50, 3.76)
H (3.22, -1.49, 2.70)
H (2.16, -2.56, 0.84)
H (-0.09, -2.16, 0.15)

Its total energy is -2179.085775 hartree. For the HOMO-LUMO gap (spin up / spin down), the calculation gives 0.1772 / 0.1384 Ha. The expectation value of S² is 6.065. Its total charge is +1. Its spin multiplicity is 5.



2.
Below is a single C15H15N3O molecule in a non-equilibrium geometry, with properties calculated with ωB97M-V/def2-TZVPD.

Element x y z (Å)
O (-4.99, 0.73, -0.89)
C (-3.81, 0.69, -0.64)
N (-3.15, -0.51, -0.62)
C (-1.87, -0.64, -0.08)
C (-1.27, -1.93, -0.01)
C (0.04, -2.02, 0.56)
C (0.73, -0.93, 1.05)
C (2.11, -1.11, 1.62)
N (3.12, -1.60, 0.67)
C (3.28, -0.79, -0.55)
C (3.94, -1.42, -1.74)
C (2.41, -1.34, -1.67)
C (0.12, 0.31, 0.94)
C (-1.20, 0.50, 0.42)
N (-1.85, 1.76, 0.32)
C (-1.43, 3.01, 0.81)
C (-2.43, 3.91, 0.48)
C (-3.50, 3.17, -0.17)
C (-3.09, 1.88, -0.24)
H (-3.76, -1.35, -0.74)
H (-1.74, -2.83, -0.39)
H (0.40, -3.03, 0.70)
H (1.99, -1.88, 2.38)
H (2.47, -0.17, 2.05)
H (4.04, -1.73, 1.11)
H (3.34, 0.33, -0.44)
H (4.45, -2.39, -1.57)
H (4.51, -0.77, -2.42)
H (1.88, -0.57, -2.23)
H (1.91, -2.30, -1.55)
H (0.69, 1.19, 1.24)
H (-0.51, 3.25, 1.32)
H (-2.38, 4.94, 0.78)
H (-4.44, 3.61, -0.49)

Its SMILES is O=c1[nH]c2ccc(CNC3CC3)cc2n2cccc12. Its total energy is -820.076897 hartree. For the HOMO-LUMO gap, the calculation gives 0.3237 Ha. As for the relative energy (zero: lowest compared OMol25 entry of this formula, charge and spin): 34.0 kcal/mol.



3.
Below is a single C15H15N3O5 molecule in a non-equilibrium geometry, with properties calculated with ωB97M-V/def2-TZVPD.

Element x y z (Å)
C (2.25, 2.96, 3.08)
O (2.12, 2.16, 1.91)
C (2.89, 2.51, 0.86)
O (3.70, 3.41, 0.89)
C (2.63, 1.69, -0.32)
C (3.16, 1.78, -1.58)
C (2.53, 0.79, -2.34)
C (1.66, 0.15, -1.50)
C (0.68, -0.95, -1.75)
O (-0.56, -0.35, -2.12)
C (-1.66, -1.18, -2.06)
C (-2.19, -1.59, -3.28)
C (-3.32, -2.39, -3.33)
C (-3.93, -2.79, -2.15)
C (-3.41, -2.38, -0.94)
C (-2.28, -1.57, -0.86)
C (-1.85, -1.15, 0.46)
N (-0.83, -0.39, 0.61)
N (-0.37, 0.04, 1.79)
C (-0.80, -0.23, 3.07)
N (-0.02, 0.38, 4.02)
O (-1.77, -0.90, 3.35)
O (1.72, 0.69, -0.28)
H (2.88, 2.44, 3.81)
H (1.25, 3.12, 3.49)
H (2.72, 3.91, 2.83)
H (3.91, 2.49, -1.90)
H (2.70, 0.57, -3.38)
H (0.57, -1.55, -0.85)
H (1.04, -1.58, -2.58)
H (-1.70, -1.27, -4.18)
H (-3.72, -2.69, -4.28)
H (-4.81, -3.42, -2.18)
H (-3.89, -2.68, -0.02)
H (-2.46, -1.50, 1.29)
H (0.44, 0.65, 1.66)
H (0.90, 0.71, 3.79)
H (-0.20, 0.11, 4.97)

Its SMILES is COC(=O)c1ccc(COc2ccccc2/C=N/NC(N)=O)o1. Its total energy is -1121.047728 hartree. For the HOMO-LUMO gap, the calculation gives 0.3209 Ha. As for the relative energy (zero: lowest compared OMol25 entry of this formula, charge and spin): 0.0 kcal/mol.



4.
Below is a single C15H15N5O2S2 molecule in a non-equilibrium geometry, with properties calculated with ωB97M-V/def2-TZVPD.

Element x y z (Å)
C (1.81, -0.85, 2.10)
C (1.44, 0.36, 2.94)
C (0.59, 1.30, 2.19)
N (0.24, 1.18, 0.96)
N (-0.53, 2.16, 0.49)
C (-0.80, 3.07, 1.36)
N (-1.58, 4.17, 1.17)
C (-2.33, 4.56, 0.08)
O (-2.90, 5.62, 0.11)
C (-2.38, 3.62, -1.10)
S (-3.23, 2.07, -0.63)
C (-2.19, 0.97, -1.46)
N (-1.31, 1.25, -2.37)
N (-0.76, 0.07, -2.73)
C (-1.32, -0.86, -2.03)
C (-1.04, -2.31, -2.05)
C (0.27, -2.63, -1.37)
C (1.43, -1.98, -1.76)
C (2.64, -2.30, -1.17)
C (2.70, -3.28, -0.19)
C (1.54, -3.93, 0.20)
C (0.33, -3.61, -0.39)
O (-2.26, -0.35, -1.19)
S (-0.07, 2.77, 2.94)
H (2.35, -0.54, 1.21)
H (0.93, -1.39, 1.77)
H (2.44, -1.53, 2.67)
H (2.33, 0.88, 3.28)
H (0.89, 0.04, 3.84)
H (-1.62, 4.82, 1.94)
H (-1.39, 3.32, -1.43)
H (-2.94, 4.10, -1.90)
H (-1.87, -2.83, -1.56)
H (-0.99, -2.63, -3.10)
H (1.37, -1.21, -2.52)
H (3.54, -1.78, -1.48)
H (3.65, -3.53, 0.27)
H (1.58, -4.69, 0.97)
H (-0.57, -4.12, -0.08)

Its SMILES is CCc1nnc(NC(=O)CSc2nnc(Cc3ccccc3)o2)s1. Its total energy is -1801.219200 hartree. For the HOMO-LUMO gap, the calculation gives 0.3335 Ha. As for the relative energy (zero: lowest compared OMol25 entry of this formula, charge and spin): 0.7 kcal/mol.



5.
Below is a molecular structure, C15H15N5O2V, with properties calculated with ωB97M-V/def2-TZVPD.

Element x y z (Å)
V (0.27, -0.03, -0.65)
C (-0.42, -3.37, -0.56)
C (0.27, -2.24, -1.27)
C (1.60, -1.91, -0.99)
C (2.20, -0.76, -1.54)
C (1.53, -0.06, -2.58)
C (0.24, -0.43, -2.95)
C (-0.43, -1.43, -2.21)
H (-0.35, -3.22, 0.52)
H (0.06, -4.32, -0.81)
H (-1.47, -3.43, -0.85)
H (2.12, -2.46, -0.22)
H (3.19, -0.47, -1.25)
H (2.01, 0.78, -3.06)
H (-0.29, 0.12, -3.71)
H (-1.47, -1.65, -2.41)
C (1.72, 3.32, 1.70)
C (1.26, 2.02, 1.13)
N (0.98, 1.84, -0.12)
O (1.16, 2.96, -0.94)
C (1.12, 0.86, 1.98)
C (1.40, 0.86, 3.45)
N (0.72, -0.21, 1.33)
O (0.57, -1.33, 1.91)
H (1.97, 4.04, 0.93)
H (2.58, 3.15, 2.35)
H (0.93, 3.74, 2.33)
H (0.39, 2.94, -1.53)
H (2.48, 0.91, 3.65)
H (1.02, -0.06, 3.87)
H (0.93, 1.70, 3.95)
N (-1.67, 0.48, -0.37)
C (-2.79, 0.19, -0.22)
C (-4.09, -0.23, -0.17)
C (-5.03, 0.34, 0.72)
N (-5.78, 0.81, 1.46)
C (-4.39, -1.29, -1.07)
N (-4.54, -2.15, -1.82)

Its total energy is -1948.735471 hartree. For the HOMO-LUMO gap (spin up / spin down), the calculation gives 0.2628 / 0.2597 Ha. As for the relative energy (zero: lowest compared OMol25 entry of this formula, charge and spin): 0.0 kcal/mol. The expectation value of S² is 0.996. Its spin multiplicity is 2.



6.
Below is a single C15H15N5S molecule in a non-equilibrium geometry, with properties calculated with ωB97M-V/def2-TZVPD.

Element x y z (Å)
C (7.09, 0.43, -0.44)
C (5.66, 0.06, -0.22)
C (4.81, -0.14, -1.30)
C (3.48, -0.48, -1.11)
C (2.98, -0.64, 0.18)
C (1.55, -1.00, 0.39)
S (0.52, 0.53, 0.37)
C (-1.03, -0.23, 0.24)
N (-1.30, -1.51, 0.16)
N (-2.63, -1.63, 0.06)
C (-3.18, -0.44, 0.07)
C (-4.60, -0.21, -0.02)
C (-5.17, 1.07, -0.08)
C (-6.55, 1.17, -0.17)
C (-7.31, 0.01, -0.19)
N (-6.78, -1.20, -0.13)
C (-5.47, -1.31, -0.05)
N (-2.19, 0.51, 0.18)
N (-2.30, 1.89, 0.23)
C (3.82, -0.44, 1.26)
C (5.15, -0.10, 1.06)
H (7.60, 0.63, 0.50)
H (7.62, -0.39, -0.94)
H (7.17, 1.31, -1.08)
H (5.19, -0.01, -2.30)
H (2.84, -0.63, -1.96)
H (1.37, -1.48, 1.35)
H (1.15, -1.62, -0.41)
H (-4.55, 1.95, -0.07)
H (-7.03, 2.14, -0.22)
H (-8.39, 0.04, -0.25)
H (-5.06, -2.31, 0.00)
H (-2.04, 2.23, 1.15)
H (-1.65, 2.30, -0.45)
H (3.44, -0.56, 2.27)
H (5.79, 0.05, 1.92)

Its SMILES is Cc1ccc(CSc2nnc(-c3cccnc3)n2N)cc1. Its total energy is -1252.536119 hartree. For the HOMO-LUMO gap, the calculation gives 0.3143 Ha. As for the relative energy (zero: lowest compared OMol25 entry of this formula, charge and spin): 18.1 kcal/mol.



7.
Below is 2 unconnected molecules or ions with the total composition C15H15N7O4 in a non-equilibrium geometry, with properties calculated with ωB97M-V/def2-TZVPD.

Element x y z (Å)
O (1.45, -3.10, 0.18)
N (0.26, -3.12, 0.60)
O (-0.55, -4.02, 0.29)
C (-0.21, -2.07, 1.45)
C (-1.59, -2.08, 1.79)
N (-2.29, -0.98, 2.01)
C (-1.57, 0.14, 2.17)
N (-2.07, 1.40, 2.03)
O (-0.94, 2.23, 2.00)
N (0.22, 1.48, 2.18)
O (1.32, 2.02, 2.19)
C (-0.14, 0.14, 2.21)
C (0.56, -0.90, 1.62)
H (-2.13, -3.03, 1.75)
H (1.64, -0.92, 1.58)
C (-4.23, 0.57, -0.44)
C (-3.50, 1.75, -0.64)
C (-2.16, 1.69, -1.03)
C (-1.55, 0.45, -1.24)
C (-0.08, 0.36, -1.57)
N (0.72, 0.07, -0.40)
C (2.00, 0.26, -0.61)
N (2.96, 0.28, 0.37)
C (4.26, 0.57, -0.16)
C (4.05, 0.58, -1.67)
N (2.62, 0.44, -1.79)
C (-2.29, -0.72, -1.11)
C (-3.61, -0.67, -0.64)
H (-5.27, 0.61, -0.11)
H (-3.98, 2.73, -0.48)
H (-1.57, 2.61, -1.18)
H (0.06, -0.45, -2.31)
H (0.21, 1.32, -2.03)
H (2.71, 0.54, 1.32)
H (4.62, 1.54, 0.21)
H (4.96, -0.21, 0.15)
H (4.40, 1.52, -2.13)
H (4.56, -0.25, -2.15)
H (2.12, 0.46, -2.67)
H (-1.81, -1.68, -1.34)
H (-4.14, -1.60, -0.43)

Its SMILES is O=[N+]([O-])c1cnc2no[n+]([O-])c2c1.c1ccc(CN=C2NCCN2)cc1. Its total energy is -1264.560879 hartree. For the HOMO-LUMO gap, the calculation gives 0.2644 Ha. As for the relative energy (zero: lowest compared OMol25 entry of this formula, charge and spin): 117.4 kcal/mol.



8.
Below is a single C15H15NO3 molecule in a non-equilibrium geometry, with properties calculated with ωB97M-V/def2-TZVPD.

Element x y z (Å)
C (-1.51, 1.48, 5.51)
O (-1.57, 0.51, 4.48)
C (-0.67, 0.24, 3.74)
C (-1.02, -0.67, 2.89)
C (0.01, -1.25, 2.06)
C (1.18, -0.69, 2.05)
C (2.47, -0.80, 1.00)
N (2.14, 0.16, -0.24)
C (1.43, -0.06, -1.22)
C (0.64, -1.04, -1.54)
C (-0.31, -1.27, -2.50)
C (-0.67, -0.02, -3.34)
C (-1.38, -0.11, -4.30)
O (-1.59, 0.96, -5.09)
O (-2.07, -1.29, -4.57)
C (0.16, 1.09, -2.94)
C (1.23, 1.20, -2.07)
C (1.58, 0.62, 2.84)
C (0.62, 0.98, 3.79)
H (-2.45, 1.61, 5.97)
H (-1.31, 2.49, 5.00)
H (-0.78, 1.43, 6.27)
H (-1.82, -1.23, 2.99)
H (0.02, -2.00, 1.31)
H (2.17, -2.01, 0.63)
H (3.31, -0.89, 1.31)
H (2.79, 0.96, -0.04)
H (0.62, -2.06, -1.00)
H (-0.79, -2.05, -2.92)
H (-2.51, -0.79, -5.40)
H (0.05, 2.15, -3.52)
H (1.70, 1.93, -1.67)
H (2.68, 0.99, 2.85)
H (0.74, 1.72, 4.37)

Its SMILES is COc1ccc(CNc2ccc(C(=O)O)cc2)cc1. Its total energy is -860.635865 hartree. For the HOMO-LUMO gap, the calculation gives 0.2854 Ha. As for the relative energy (zero: lowest compared OMol25 entry of this formula, charge and spin): 299.1 kcal/mol.



9.
Below is a single C15H15NO5 molecule in a non-equilibrium geometry, with properties calculated with ωB97M-V/def2-TZVPD.

Element x y z (Å)
C (2.67, 5.12, -0.28)
C (2.20, 3.99, -0.18)
C (1.61, 2.67, -0.10)
N (1.73, 2.15, 1.29)
C (1.02, 2.71, 2.35)
C (-0.26, 3.55, 2.17)
O (1.22, 2.47, 3.54)
C (2.51, 1.02, 1.54)
O (3.54, 0.98, 0.86)
O (2.08, 0.07, 2.40)
C (0.81, -0.48, 2.13)
C (-0.07, -0.73, 3.17)
C (-1.35, -1.34, 3.01)
C (-1.78, -1.64, 1.74)
C (-0.94, -1.43, 0.68)
C (0.33, -0.85, 0.86)
O (1.02, -0.78, -0.31)
C (0.17, -1.41, -1.28)
C (0.84, -2.71, -1.71)
C (0.05, -0.52, -2.52)
O (-1.11, -1.70, -0.65)
H (3.14, 6.06, -0.33)
H (2.13, 2.04, -0.84)
H (0.58, 2.73, -0.48)
H (-0.96, 3.46, 3.03)
H (0.07, 4.61, 2.09)
H (-0.80, 3.20, 1.26)
H (0.34, -0.55, 4.15)
H (-2.03, -1.55, 3.83)
H (-2.73, -2.16, 1.60)
H (0.16, -3.23, -2.42)
H (1.81, -2.51, -2.20)
H (1.01, -3.32, -0.82)
H (-0.65, -0.98, -3.25)
H (1.04, -0.35, -3.00)
H (-0.39, 0.44, -2.28)

Its SMILES is C#CCN(C(C)=O)C(=O)Oc1cccc2c1OC(C)(C)O2. Its total energy is -1011.453769 hartree. For the HOMO-LUMO gap, the calculation gives 0.3298 Ha. As for the relative energy (zero: lowest compared OMol25 entry of this formula, charge and spin): 73.7 kcal/mol.



10.
Below is a single C15H15NO5S molecule in a non-equilibrium geometry, with properties calculated with ωB97M-V/def2-TZVPD.

Element x y z (Å)
C (0.15, 1.26, 1.94)
O (-0.20, -0.06, 1.59)
C (0.71, -0.82, 0.94)
C (1.99, -0.40, 0.59)
C (2.85, -1.26, -0.10)
C (4.19, -0.82, -0.47)
N (4.59, 0.35, -0.18)
O (5.89, 0.64, -0.59)
C (2.43, -2.54, -0.43)
C (1.16, -2.97, -0.09)
C (0.31, -2.12, 0.60)
O (-0.96, -2.54, 0.94)
S (-2.07, -2.48, -0.25)
O (-3.24, -3.08, 0.29)
O (-1.49, -3.01, -1.44)
C (-2.27, -0.72, -0.42)
C (-3.16, -0.06, 0.41)
C (-3.25, 1.32, 0.33)
C (-2.46, 2.03, -0.57)
C (-2.58, 3.52, -0.66)
C (-1.58, 1.34, -1.39)
C (-1.48, -0.04, -1.32)
H (1.00, 1.28, 2.62)
H (-0.73, 1.67, 2.43)
H (0.37, 1.86, 1.05)
H (2.35, 0.58, 0.83)
H (4.82, -1.53, -0.99)
H (6.04, 1.55, -0.30)
H (3.10, -3.21, -0.97)
H (0.81, -3.95, -0.36)
H (-3.75, -0.64, 1.09)
H (-3.94, 1.85, 0.97)
H (-1.69, 3.96, -1.12)
H (-3.44, 3.79, -1.26)
H (-2.71, 3.96, 0.33)
H (-0.96, 1.88, -2.09)
H (-0.80, -0.60, -1.95)

Its SMILES is COc1cc(/C=N/O)ccc1OS(=O)(=O)c1ccc(C)cc1. Its total energy is -1409.666113 hartree. For the HOMO-LUMO gap, the calculation gives 0.3296 Ha. As for the relative energy (zero: lowest compared OMol25 entry of this formula, charge and spin): 52.7 kcal/mol.



11.
Below is a molecular structure, C15H16BrIIrNOS, with properties calculated with ωB97M-V/def2-TZVPD.

Element x y z (Å)
Ir (-0.32, -0.51, 0.00)
S (-0.26, 1.63, -1.15)
C (-0.12, 0.59, -2.51)
C (-0.03, 0.99, -3.84)
C (0.10, -0.01, -4.80)
C (0.16, -1.34, -4.41)
C (0.07, -1.66, -3.05)
N (-0.08, -0.72, -2.13)
H (-0.07, 2.03, -4.10)
H (0.17, 0.25, -5.85)
H (0.27, -2.13, -5.13)
H (0.11, -2.69, -2.71)
C (-3.95, -0.52, 2.41)
C (-4.31, -1.67, 1.47)
C (-2.98, -2.02, 0.85)
O (-2.28, -0.72, 0.74)
C (-2.96, 0.29, 1.60)
H (-3.49, -0.89, 3.32)
H (-4.82, 0.09, 2.68)
H (-5.01, -1.34, 0.70)
H (-4.75, -2.52, 1.99)
H (-3.03, -2.44, -0.15)
H (-2.38, -2.66, 1.50)
H (-3.44, 0.99, 0.92)
H (-2.19, 0.79, 2.18)
Br (3.08, 0.52, 4.60)
C (3.52, 1.04, 2.85)
C (4.55, 1.95, 2.64)
C (4.90, 2.33, 1.35)
C (4.22, 1.81, 0.26)
C (3.19, 0.90, 0.44)
C (2.85, 0.55, 1.74)
I (1.31, -0.85, 2.06)
H (5.08, 2.35, 3.49)
H (5.70, 3.04, 1.21)
H (4.51, 2.10, -0.75)
H (2.69, 0.47, -0.41)

Its total energy is -4084.718347 hartree. For the HOMO-LUMO gap (spin up / spin down), the calculation gives 0.3008 / 0.1776 Ha. As for the relative energy (zero: lowest compared OMol25 entry of this formula, charge and spin): 6.5 kcal/mol. The expectation value of S² is 6.023. Its total charge is +2. Its spin multiplicity is 5.



12.
Below is a molecular structure, C15H16CaCl3N2O3S, with properties calculated with ωB97M-V/def2-TZVPD.

Element x y z (Å)
Ca (-0.31, 0.42, 0.60)
Cl (0.29, -6.84, -1.06)
C (-0.19, -5.20, -0.76)
C (0.76, -4.26, -0.43)
C (0.34, -2.96, -0.20)
Cl (1.55, -1.75, 0.22)
C (-1.00, -2.53, -0.27)
O (-1.35, -1.30, -0.04)
C (-1.91, -3.55, -0.61)
Cl (-3.59, -3.12, -0.72)
C (-1.53, -4.85, -0.85)
H (1.81, -4.52, -0.36)
H (-2.27, -5.59, -1.10)
N (0.47, -0.15, 4.85)
C (0.84, 0.59, 3.79)
N (2.02, 1.24, 3.85)
O (0.10, 0.68, 2.79)
H (1.06, -0.29, 5.65)
H (-0.38, -0.67, 4.78)
H (2.64, 1.17, 4.63)
H (2.31, 1.78, 3.05)
C (-5.24, 1.32, 1.41)
C (-3.94, 1.97, 1.04)
C (-3.35, 1.70, -0.20)
C (-2.16, 2.29, -0.57)
C (-1.50, 3.14, 0.33)
C (-2.07, 3.43, 1.56)
C (-3.29, 2.85, 1.90)
S (0.18, 3.64, 0.03)
C (0.07, 4.31, -1.62)
O (0.89, 2.30, -0.12)
H (-6.03, 1.65, 0.74)
H (-5.53, 1.56, 2.43)
H (-5.16, 0.23, 1.32)
H (-3.84, 1.01, -0.89)
H (-1.72, 2.06, -1.54)
H (-1.56, 4.07, 2.26)
H (-3.73, 3.07, 2.87)
H (-0.31, 3.56, -2.31)
H (1.08, 4.59, -1.90)
H (-0.58, 5.19, -1.59)

Its total energy is -3372.771274 hartree. For the HOMO-LUMO gap, the calculation gives 0.2649 Ha. As for the relative energy (zero: lowest compared OMol25 entry of this formula, charge and spin): 0.0 kcal/mol. Its total charge is +1.